# 1
Molecular formula: C13H4F19N2O6S3
Method: DFT, ωB97M-V/def2-TZVPD

The value obtained for the HOMO energy is -6.72 eV. The total charge is -1. The largest force on an atom is 1.06 eV/Å.

Last column: natural (NBO) charge in e.
Cartesian coordinates (Å):
O1 -0.353 -0.398 5.211  -0.54
C1 -0.441 -0.412 4.026  0.80
C2 0.244 -1.287 3.020  -0.52
C3 -0.614 -1.092 1.786  -0.37
C4 -0.045 -1.443 0.432  0.67
F1 -0.848 -0.941 -0.545  -0.32
F2 0.024 -2.789 0.285  -0.30
C5 1.394 -0.894 0.195  0.58
F3 1.490 0.354 0.738  -0.33
F4 2.263 -1.693 0.858  -0.30
C6 1.871 -0.838 -1.298  0.59
F5 3.208 -1.032 -1.338  -0.30
F6 1.286 -1.842 -1.970  -0.29
C7 1.561 0.507 -2.061  0.59
F7 1.333 0.214 -3.356  -0.29
F8 0.450 1.077 -1.556  -0.30
C8 2.744 1.528 -2.023  0.58
F9 3.246 1.599 -0.768  -0.30
F10 3.708 1.094 -2.869  -0.30
C9 2.354 2.964 -2.462  0.59
F11 1.874 2.901 -3.721  -0.29
F12 1.378 3.433 -1.655  -0.30
C10 3.570 3.975 -2.428  0.55
F13 4.707 3.349 -2.067  -0.30
F14 3.736 4.494 -3.662  -0.29
C11 3.376 5.167 -1.454  0.93
F15 2.360 5.926 -1.837  -0.30
F16 4.477 5.896 -1.461  -0.30
F17 3.158 4.739 -0.220  -0.30
C12 -1.193 0.304 1.968  0.26
N1 -2.594 0.349 1.498  -0.47
C13 -3.255 1.343 1.647  0.26
S1 -4.154 2.593 1.879  0.03
O2 -1.156 0.537 3.360  -0.49
H1 0.344 -2.321 3.329  0.26
H2 1.252 -0.877 2.936  0.24
H3 -1.460 -1.775 1.901  0.33
H4 -0.672 1.099 1.441  0.19
N2 -3.873 -3.522 -0.085  -1.23
S2 -5.200 -3.933 -0.862  2.51
O3 -6.391 -3.363 -0.323  -0.94
O4 -5.232 -5.285 -1.313  -0.93
F18 -4.904 -3.084 -2.170  -0.50
S3 -3.688 -4.098 1.361  2.53
O5 -2.604 -3.427 2.014  -0.99
O6 -3.759 -5.517 1.481  -0.94
F19 -4.974 -3.577 2.139  -0.51


# 2
Molecular formula: C13H52F2N27O17S2
Method: DFT, ωB97M-V/def2-TZVPD

The energy relative to the best compared isomer or geometry (same formula, charge and spin) comes out at 7.0740 eV. The value obtained for the HOMO energy is -7.06 eV. The total charge is -1. The largest force on an atom is 14.49 eV/Å.

Last column: Mulliken charge in e.
Cartesian coordinates (Å):
N1 -0.358 -1.963 -0.172  -1.11
S1 -1.391 -0.983 0.287  0.69
O1 -1.879 -0.020 -0.673  -0.78
O2 -1.289 -0.575 1.662  -0.13
F1 -2.605 -1.993 0.290  -0.43
S2 0.962 -0.954 0.151  1.74
O3 1.371 -0.900 1.528  0.34
O4 1.095 0.295 -0.576  -0.87
F2 2.142 -1.784 -0.547  -0.35
C1 0.191 -2.649 -3.860  0.34
O5 0.006 -2.288 -5.001  -0.62
N2 -0.722 -2.626 -2.850  0.12
N3 1.427 -2.948 -3.337  -0.15
H1 -1.645 -2.302 -3.103  0.09
H2 -0.536 -2.687 -1.853  0.12
H3 1.317 -3.196 -2.378  -0.09
H4 2.232 -2.648 -3.861  0.32
C2 2.944 -4.163 1.575  0.27
O6 1.789 -4.565 1.809  -0.75
N4 3.200 -2.927 1.139  -0.05
N5 3.991 -5.016 1.368  -0.39
H5 2.395 -2.344 0.962  -0.27
H6 4.082 -2.464 1.281  0.22
H7 4.814 -4.622 1.798  0.22
H8 3.854 -6.004 1.245  0.26
C3 -2.119 0.982 4.789  0.36
O7 -2.442 1.796 5.660  -0.74
N6 -0.858 0.709 4.313  -0.16
N7 -2.957 0.052 4.348  -0.10
H9 -0.190 1.368 4.681  0.21
H10 -0.726 0.096 3.524  -0.30
H11 -2.489 -0.794 4.062  0.01
H12 -3.904 0.036 4.686  0.23
C4 -2.537 2.089 -4.804  0.55
O8 -2.004 2.185 -5.901  -0.72
N8 -3.523 2.878 -4.377  -0.33
N9 -2.160 1.179 -3.876  0.11
H13 -3.905 3.632 -4.918  0.21
H14 -3.916 2.780 -3.456  0.13
H15 -2.834 0.942 -3.168  0.00
H16 -1.368 0.589 -4.051  0.04
C5 0.915 3.380 2.233  0.17
O9 -0.085 3.982 2.590  -0.75
N10 1.015 2.022 1.958  1.37
N11 1.987 4.035 1.747  -0.13
H17 0.439 1.355 2.433  -0.46
H18 1.926 1.923 1.535  -0.65
H19 2.805 3.545 1.423  0.08
H20 1.976 5.039 1.785  0.25
C6 4.144 3.493 -0.963  0.39
O10 5.216 2.935 -0.787  -0.70
N12 2.963 2.921 -1.288  -0.10
N13 3.949 4.831 -0.940  -0.29
H21 2.925 1.917 -1.365  0.03
H22 2.171 3.535 -1.384  0.14
H23 3.028 5.234 -0.948  0.20
H24 4.822 5.335 -0.931  0.21
C7 -5.402 -1.588 -2.296  0.65
O11 -5.946 -1.284 -1.252  -0.60
N14 -4.429 -2.589 -2.346  -0.36
N15 -5.558 -1.090 -3.531  -0.42
H25 -4.591 -3.236 -3.100  0.22
H26 -4.127 -2.860 -1.424  0.11
H27 -5.129 -1.595 -4.284  0.19
H28 -5.878 -0.144 -3.652  0.22
C8 1.318 -5.598 -0.625  0.22
O12 2.065 -6.492 -0.216  -0.77
N16 1.022 -4.446 0.008  -0.11
N17 0.620 -5.806 -1.762  -0.25
H29 1.483 -4.403 0.909  1.36
H30 0.495 -3.651 -0.336  0.22
H31 0.670 -6.732 -2.151  0.26
H32 -0.224 -5.284 -1.939  0.15
C9 -0.965 -3.138 4.116  0.62
O13 -2.088 -2.691 4.288  -0.80
N18 -0.329 -3.065 2.937  0.20
N19 -0.238 -3.751 5.089  -0.39
H33 0.523 -3.596 2.848  -0.02
H34 -0.785 -2.569 2.192  -0.03
H35 -0.751 -3.894 5.941  0.26
H36 0.640 -4.178 4.856  0.14
C10 3.861 1.296 3.040  0.83
O14 3.767 1.440 1.825  -0.63
N20 4.641 2.015 3.872  -0.47
N21 3.134 0.420 3.776  -0.30
H37 4.765 1.752 4.830  0.15
H38 5.285 2.638 3.410  0.26
H39 3.079 0.512 4.772  0.21
H40 2.522 -0.181 3.244  -0.03
C11 2.126 0.693 -4.356  0.35
O15 2.474 -0.121 -5.188  -0.68
N22 1.011 0.531 -3.588  0.13
N23 2.894 1.773 -4.017  -0.18
H41 0.459 -0.240 -3.931  -0.02
H42 0.967 0.885 -2.648  -0.02
H43 2.751 2.364 -3.207  0.17
H44 3.435 2.196 -4.751  0.23
C12 -3.736 2.866 1.092  0.87
O16 -3.892 3.333 -0.058  -0.82
N24 -3.144 1.679 1.233  0.16
N25 -4.236 3.364 2.238  -0.39
H45 -2.989 1.253 2.132  0.11
H46 -2.687 1.334 0.407  -0.19
H47 -4.495 4.335 2.244  0.21
H48 -4.477 2.726 2.975  0.19
C13 -0.669 4.175 -1.116  0.34
O17 0.404 4.705 -1.385  -0.77
N26 -0.876 2.868 -0.863  1.03
N27 -1.890 4.751 -1.327  -0.34
H49 -1.826 2.547 -0.833  -0.23
H50 -0.079 2.255 -0.814  -0.66
H51 -1.966 5.556 -1.921  0.20
H52 -2.661 4.286 -0.847  0.20


LUMO level in eV, matching the order above: 2.07; 1.66
Orbital gap in Eh, matching the order above: 0.323; 0.320